# C5H11NO2

A cluster of 2 separate species, C5H11NO2 in total (ωB97M-V/def2-TZVPD, the OMol25 dataset).

Last column: natural (NBO) charge in e.
Positions of all 19 atoms, in Å:
C 1.029 1.088 -0.738  0.074
C -1.591 -0.287 0.224  0.173
C -2.346 -0.777 -0.958  -0.689
N 1.878 0.248 -1.560  -0.863
C 0.277 -0.753 1.520  0.202
C 0.544 -0.824 2.803  -0.554
O -0.782 -1.110 0.821  -0.398
O 1.699 2.273 -0.396  -0.725
H 2.135 2.594 -1.199  0.469
H 0.161 1.339 -1.368  0.139
H -1.637 0.749 0.535  0.177
H 1.374 -0.577 -1.858  0.359
H 2.677 -0.080 -1.025  0.359
H 0.862 0.525 0.287  0.173
H -3.423 -0.736 -0.781  0.230
H -2.129 -0.165 -1.838  0.224
H -2.066 -1.805 -1.182  0.232
H -0.188 -1.126 3.547  0.199
H 1.526 -0.575 3.167  0.220

Summary:
ΔE to the lowest compared entry with this formula, charge and spin: 583.8 kJ/mol
Orbital gap (alpha / beta): 0.279 / 0.317 Ha
E_HOMO (alpha / beta): -7.57 / -7.98 eV
Electronic energy: -402.15578 Eh